(1)
The following is a quantum chemistry calculation of 2 unconnected molecules or ions with the total composition C4H7NO, from the Open Molecules 2025 dataset.

```
13
C4H7NO (ωB97M-V with the def2-TZVPD basis set)
C -2.011 0.508 0.245
C -0.653 0.862 0.456
N 0.138 -0.146 0.065
C -0.645 -1.158 -0.389
C -2.009 -0.771 -0.323
H -2.822 1.215 0.191
H -0.174 1.774 0.778
H 1.153 -0.203 -0.076
H -0.254 -2.058 -0.840
H -2.785 -1.170 -0.955
H 3.561 1.113 -0.013
H 3.390 -0.239 0.795
O 3.111 0.273 0.065
```

Properties
gap between HOMO and LUMO (spin up / spin down) = 11.65 / 7.73 eV
maximum force = 0.04539 hartree/bohr
highest occupied orbital energy (spin up / spin down) = -15.122 / -15.282 eV
calculated total energy = -286.3055 Ha
<S²> = 0.76
2S+1 = 2
net charge = +1

(2)
The following is a quantum chemistry calculation of a molecular structure, C4H7NO2, from the Open Molecules 2025 dataset.

```
14
C4H7NO2 (ωB97M-V with the def2-TZVPD basis set)
O -0.355 2.616 -0.210
C -0.473 1.957 0.840
N 0.022 0.630 0.882
C -0.663 -0.319 0.076
C 0.478 -1.772 -0.111
C 0.873 -0.679 -1.226
O 1.666 0.314 -1.111
H -1.052 2.288 1.814
H 1.064 0.737 0.700
H -1.598 -0.731 0.579
H -1.107 0.187 -0.855
H 1.204 -1.785 0.719
H -0.101 -2.797 -0.170
H 0.043 -0.645 -1.929
```

Properties
gap between HOMO and LUMO (spin up / spin down) = 3.43 / 7.45 eV
maximum force = 0.09216 hartree/bohr
highest occupied orbital energy (spin up / spin down) = 0.576 / -3.584 eV
calculated total energy = -361.6696 Ha
<S²> = 0.75
2S+1 = 2
net charge = -1

(3)
The following is a quantum chemistry calculation of a single C4H7NO2 molecule, from the Open Molecules 2025 dataset.

```
14
C4H7NO2 (ωB97M-V with the def2-TZVPD basis set)
C -1.487 -0.290 0.278
C 0.292 -1.411 -1.379
C -0.490 0.892 0.246
N 0.970 0.710 0.312
C 1.764 -0.372 0.181
O 2.929 -0.460 0.453
O 1.066 -1.498 -0.322
H -1.239 -1.095 0.975
H -1.722 -0.758 -0.688
H -2.416 0.172 0.619
H 0.352 -0.344 -1.726
H -0.718 1.491 1.128
H -0.715 1.502 -0.637
H 1.486 1.513 0.646
```

Properties
gap between HOMO and LUMO = 9.38 eV
maximum force = 0.01040 hartree/bohr
highest occupied orbital energy = -8.932 eV
calculated total energy = -361.7366 Ha
net charge = 0

(4)
The following is a quantum chemistry calculation of a single C4H7NO2 molecule, from the Open Molecules 2025 dataset.

```
14
C4H7NO2 (ωB97M-V with the def2-TZVPD basis set)
O 1.971 1.532 0.019
N 1.833 0.183 -0.363
C 0.603 -0.109 -0.419
C -0.092 -1.428 -0.629
C -1.269 -0.823 0.190
C -0.661 0.589 0.035
O -0.612 1.337 1.216
H 2.749 1.493 0.594
H 0.406 -2.318 -0.227
H -0.349 -1.612 -1.675
H -1.220 -1.129 1.238
H -2.280 -0.952 -0.198
H -1.116 1.145 -0.801
H -0.001 2.069 1.054
```

Properties
gap between HOMO and LUMO = 10.51 eV
maximum force = 0.01464 hartree/bohr
highest occupied orbital energy = -9.659 eV
SMILES = O/N=C1/CC[C@H]1O
calculated total energy = -361.7588 Ha
net charge = 0

(5)
The following is a quantum chemistry calculation of a single C4H7NO2 molecule, from the Open Molecules 2025 dataset.

```
14
C4H7NO2 (ωB97M-V with the def2-TZVPD basis set)
H -1.938 1.693 1.329
N -1.159 1.134 1.674
C -0.808 0.304 0.791
C -1.398 0.119 -0.589
O 0.125 -0.639 1.139
C 1.415 -0.664 0.553
C 1.494 -0.247 -0.911
O 1.985 0.798 -1.265
H -2.414 0.518 -0.632
H -0.804 0.637 -1.349
H -1.424 -0.947 -0.835
H 2.104 -0.029 1.118
H 1.731 -1.709 0.632
H 1.091 -0.967 -1.653
```

Properties
gap between HOMO and LUMO = 10.77 eV
maximum force = 0.01099 hartree/bohr
highest occupied orbital energy = -10.235 eV
SMILES = [H]/N=C(\C)OCC=O
calculated total energy = -361.8029 Ha
net charge = 0

(6)
The following is a quantum chemistry calculation of a single C4H7NO2 molecule, from the Open Molecules 2025 dataset.

```
14
C4H7NO2 (ωB97M-V with the def2-TZVPD basis set)
C 1.665 -1.059 0.676
C 1.876 0.123 0.112
O 0.947 1.132 0.287
N 0.060 1.196 -0.890
C -0.750 0.005 -0.749
C -1.971 0.079 0.134
O -0.353 -1.019 -1.240
H 0.776 -1.223 1.277
H 2.329 -1.897 0.507
H 2.714 0.357 -0.539
H -0.495 2.017 -0.649
H -1.676 0.453 1.122
H -2.725 0.759 -0.277
H -2.396 -0.922 0.229
```

Properties
gap between HOMO and LUMO = 10.34 eV
maximum force = 0.01096 hartree/bohr
highest occupied orbital energy = -9.489 eV
SMILES = C=CONC(C)=O
calculated total energy = -361.7439 Ha
net charge = 0

(7)
The following is a quantum chemistry calculation of a single C4H7NO2 molecule, from the Open Molecules 2025 dataset.

```
14
C4H7NO2 (ωB97M-V with the def2-TZVPD basis set)
C 1.733 -1.219 0.061
C 1.072 0.105 -0.100
O 1.665 1.102 -0.001
N -0.405 0.221 -0.153
C -1.020 1.639 0.000
C -1.438 -0.799 -0.088
O -2.600 -0.623 0.098
H 1.823 -1.719 -0.983
H 1.267 -1.916 0.849
H 2.794 -0.978 0.521
H -0.167 2.555 -0.409
H -1.301 1.955 1.152
H -2.181 1.540 -0.514
H -1.245 -1.862 -0.433
```

Properties
gap between HOMO and LUMO = 10.83 eV
maximum force = 0.08839 hartree/bohr
highest occupied orbital energy = -10.080 eV
SMILES = CC(=O)N(C)C=O
calculated total energy = -361.7747 Ha
net charge = 0

(8)
The following is a quantum chemistry calculation of a molecular structure, C4H7NO2, from the Open Molecules 2025 dataset.

```
14
C4H7NO2 (ωB97M-V with the def2-TZVPD basis set)
O 1.573 -1.072 -0.201
C 2.400 -0.573 0.647
O 2.178 0.278 1.499
H 3.409 -0.994 0.562
C -1.400 0.374 0.259
C -0.999 0.448 1.512
C -0.915 0.089 -1.991
N -0.520 0.043 -0.798
H -2.432 0.599 -0.019
H 0.034 0.274 1.807
H -1.706 0.781 2.253
H -0.233 -0.162 -2.785
H -1.928 0.396 -2.232
H 0.539 -0.481 -0.515
```

Properties
gap between HOMO and LUMO = 8.81 eV
maximum force = 0.03019 hartree/bohr
highest occupied orbital energy = -9.218 eV
calculated total energy = -361.7985 Ha
net charge = 0

(9)
The following is a quantum chemistry calculation of 2 unconnected molecules or ions with the total composition C4H7NO2, from the Open Molecules 2025 dataset.

```
14
C4H7NO2 (ωB97M-V with the def2-TZVPD basis set)
O -0.866 1.764 0.650
C -0.777 0.869 -0.156
C -0.413 -0.507 0.233
C 0.082 -1.448 -0.861
C 0.956 -0.425 -0.337
N 2.074 0.146 -0.403
O 2.182 1.223 0.455
H -0.885 1.026 -1.246
H -0.557 -0.847 1.254
H 0.351 -2.440 -0.516
H -0.353 -1.395 -1.856
H 3.112 1.468 0.355
H -2.581 -0.055 1.123
H -2.326 0.621 1.305
```

Properties
gap between HOMO and LUMO = 10.41 eV
maximum force = 0.01963 hartree/bohr
highest occupied orbital energy = -9.824 eV
SMILES = O=C[C@H]1C/C1=N/O.[H][H]
calculated total energy = -361.6630 Ha
net charge = 0

(10)
The following is a quantum chemistry calculation of 2 unconnected molecules or ions with the total composition C4H7NO2, from the Open Molecules 2025 dataset.

```
14
C4H7NO2 (ωB97M-V with the def2-TZVPD basis set)
C 0.314 1.645 -0.168
C 1.094 0.586 0.721
C -0.032 0.206 -0.117
C -1.153 -0.704 0.202
N 0.777 -1.045 -2.051
O -0.134 -1.776 -2.242
O -0.910 -1.659 1.218
H -0.356 2.390 0.209
H 0.657 2.109 -0.983
H 2.116 0.522 0.467
H 1.036 0.773 1.812
H -1.383 -1.409 -0.711
H -2.034 0.054 0.363
H 0.009 -1.693 1.278
```

Properties
gap between HOMO and LUMO (spin up / spin down) = 7.76 / 8.22 eV
maximum force = 0.08162 hartree/bohr
highest occupied orbital energy (spin up / spin down) = -7.846 / -8.679 eV
calculated total energy = -361.6155 Ha
net charge = 0

(11)
The following is a quantum chemistry calculation of 3 unconnected molecules or ions with the total composition C4H7NO2, from the Open Molecules 2025 dataset.

```
14
C4H7NO2 (ωB97M-V with the def2-TZVPD basis set)
C -0.114 1.208 2.029
C 0.372 1.696 0.741
N 0.756 2.063 -0.287
H -0.155 0.116 1.984
H 0.559 1.525 2.830
H -1.113 1.605 2.225
C -0.798 -2.049 -0.299
O 0.001 -1.618 0.502
H -0.574 -2.927 -0.930
H -1.807 -1.620 -0.420
C 0.591 -0.095 -2.204
O -0.421 -0.714 -2.443
H 1.226 -0.335 -1.334
H 0.923 0.742 -2.842
```

Properties
gap between HOMO and LUMO = 11.02 eV
maximum force = 0.02332 hartree/bohr
highest occupied orbital energy = -10.132 eV
SMILES = CC#N.C=O.C=O
calculated total energy = -361.7854 Ha
net charge = 0

(12)
The following is a quantum chemistry calculation of 2 unconnected molecules or ions with the total composition C4H7NO2, from the Open Molecules 2025 dataset.

```
14
C4H7NO2 (ωB97M-V with the def2-TZVPD basis set)
N -1.020 1.466 1.767
C -0.427 0.753 0.802
C -1.029 0.096 -0.349
C 0.191 0.878 -0.975
O 0.837 0.838 0.583
H -0.451 2.062 2.350
H -1.992 1.330 1.993
H -2.048 0.419 -0.583
H -0.904 -0.984 -0.456
H -0.101 1.943 -1.032
C 1.641 -1.666 -0.953
O 0.959 -2.434 -1.588
H 1.476 -1.497 0.128
H 2.485 -1.105 -1.392
```

Properties
gap between HOMO and LUMO = 8.20 eV
maximum force = 0.00967 hartree/bohr
highest occupied orbital energy = -7.680 eV
SMILES = N[C@]12C[C@@H]1O2.C=O
calculated total energy = -361.6861 Ha
net charge = 0

(13)
The following is a quantum chemistry calculation of a single C4H7NO2 molecule, from the Open Molecules 2025 dataset.

```
14
C4H7NO2 (ωB97M-V with the def2-TZVPD basis set)
C -1.180 -0.360 -0.136
C 0.207 -0.101 0.404
C 1.022 -1.356 0.470
N 2.238 -1.314 0.118
O 2.539 -0.170 -0.424
C 1.194 0.822 -0.342
O 1.494 1.857 0.393
H -1.149 -0.725 -1.084
H -1.870 0.485 -0.268
H -1.590 -1.087 0.518
H 0.030 0.336 1.366
H 0.719 -2.246 0.829
H 1.038 0.818 -1.464
H 2.288 2.329 -0.003
```

Properties
gap between HOMO and LUMO = 9.72 eV
maximum force = 0.09697 hartree/bohr
highest occupied orbital energy = -9.011 eV
SMILES = C[C@H]1C=NO[C@@H]1O
calculated total energy = -361.7464 Ha
net charge = 0

(14)
The following is a quantum chemistry calculation of a molecular structure, C4H7NO2, from the Open Molecules 2025 dataset.

```
14
C4H7NO2 (ωB97M-V with the def2-TZVPD basis set)
C -0.557 1.577 -0.425
C -0.645 0.227 0.242
C 1.036 -0.869 0.355
C 0.198 -1.032 -0.815
O -1.929 -0.020 0.641
O 2.308 -1.246 0.484
N 0.364 -0.124 1.189
H -1.903 -0.688 1.339
H 2.666 -0.857 1.295
H 0.451 1.758 -0.786
H -0.824 2.341 0.307
H -1.263 1.629 -1.251
H -0.528 -1.835 -0.776
H 0.626 -0.861 -1.798
```

Properties
gap between HOMO and LUMO = 9.81 eV
maximum force = 0.05177 hartree/bohr
highest occupied orbital energy = -9.052 eV
calculated total energy = -361.8041 Ha
net charge = 0

(15)
The following is a quantum chemistry calculation of a single C4H7NO2 molecule, from the Open Molecules 2025 dataset.

```
14
C4H7NO2 (ωB97M-V with the def2-TZVPD basis set)
H 2.579 1.406 0.746
N 2.585 0.423 0.464
C 1.485 0.128 -0.067
C 1.001 -1.251 -0.490
O -0.416 -1.112 -0.479
C -0.642 0.097 0.200
C -2.031 0.630 0.012
O 0.408 0.963 -0.237
H 1.334 -1.482 -1.505
H 1.333 -2.037 0.197
H -0.449 -0.041 1.275
H -2.091 1.639 0.430
H -2.693 -0.022 0.589
H -2.354 0.641 -1.030
```

Properties
gap between HOMO and LUMO = 11.54 eV
maximum force = 0.00903 hartree/bohr
highest occupied orbital energy = -10.538 eV
SMILES = [H]/N=C1/CO[C@H](C)O1
calculated total energy = -361.8284 Ha
net charge = 0

(16)
The following is a quantum chemistry calculation of a single C4H7NO2 molecule, from the Open Molecules 2025 dataset.

```
14
C4H7NO2 (ωB97M-V with the def2-TZVPD basis set)
C -2.232 -0.721 -0.157
C -1.017 -0.178 -0.061
N -0.748 1.193 0.045
O 0.084 -0.988 -0.031
C 1.255 -0.523 0.612
C 2.145 0.205 -0.374
O 3.121 0.841 -0.067
H -2.372 -1.792 -0.068
H -3.099 -0.088 -0.307
H -1.605 1.727 0.117
H -0.160 1.571 -0.692
H 1.047 0.126 1.467
H 1.790 -1.410 0.970
H 1.822 0.100 -1.434
```

Properties
gap between HOMO and LUMO = 9.48 eV
maximum force = 0.00894 hartree/bohr
highest occupied orbital energy = -8.650 eV
SMILES = C=C(N)OCC=O
calculated total energy = -361.8040 Ha
net charge = 0

(17)
The following is a quantum chemistry calculation of a single C4H7NO2 molecule, from the Open Molecules 2025 dataset.

```
14
C4H7NO2 (ωB97M-V with the def2-TZVPD basis set)
H -1.519 -1.528 -1.546
N -1.934 -1.023 -0.749
C -1.006 -0.464 -0.047
C -1.324 0.118 1.300
C 0.534 -0.959 -0.248
O 0.897 -1.709 -1.114
O 1.335 0.043 0.384
C 1.767 0.995 -0.539
H -0.872 -0.465 2.106
H -0.926 1.136 1.339
H -2.402 0.158 1.473
H 2.183 1.860 -0.015
H 2.476 0.568 -1.256
H 0.792 1.270 -1.088
```

Properties
gap between HOMO and LUMO = 9.86 eV
maximum force = 0.08259 hartree/bohr
highest occupied orbital energy = -10.119 eV
SMILES = [H]/N=C(/C)C(=O)OC
calculated total energy = -361.7935 Ha
net charge = 0